i:
This record from OMol25 describes a molecular structure, C4H6N2S. The level of theory is wB97M-V/def2-TZVPD.

CARTESIAN COORDINATES (ANGSTROEM)
C -0.3162 -1.1556 -0.0410
C -0.8954 0.1028 0.0468
C 1.7962 -0.2133 -0.0759
C -2.3810 0.3079 -0.0824
N 1.0573 -1.1536 -0.0430
N 2.9950 0.3073 0.0355
S 0.0928 1.4718 0.0624
H -0.7767 -2.1087 -0.2203
H -2.6673 0.0346 0.9868
H -2.7258 1.4571 -0.1852
H -2.8271 -0.5149 -0.7437
H 3.3375 0.6352 0.9452
H 3.3107 0.8294 -0.6854

Highest occupied orbital energy in eV: -7.88
Total charge: 0
E_LUMO in eV: 0.56
Frontier orbital gap in Ha: 0.3101

Results of the Mulliken charge analysis, in e, for atoms 1 through 4: C -0.52; C 0.59; C 0.24; C -0.98

***

ii:
This record from OMol25 describes C4H6N2S in the gas phase. The level of theory is wB97M-V/def2-TZVPD.

CARTESIAN COORDINATES (ANGSTROEM)
N 0.3334 2.2410 0.4347
C 0.2803 0.8433 0.3091
C 0.7364 -0.2098 1.0595
C 0.3216 -1.4083 0.4177
C -0.3727 -1.0573 -0.7152
S -1.0685 -2.0477 -1.9817
N -0.3959 0.3185 -0.7666
H 0.3080 2.4999 1.4364
H 1.2274 2.6432 0.0593
H 1.2668 -0.1147 1.9717
H 0.5373 -2.4363 0.7721
H -2.2928 -2.1466 -1.5160
H -0.8813 0.8747 -1.4809

Highest occupied orbital energy in eV: -8.13
Total charge: 0
E_LUMO in eV: 0.91
Frontier orbital gap in Ha: 0.3324
SMILES: Nc1ccc(S)[nH]1

Results of the Mulliken charge analysis, in e, for atoms 1 through 4: N -0.56; C 0.16; C -0.54; C -0.26

***

Short version: ii is the most stable of them.

***

i:
This record from OMol25 describes C4H6N2S in the gas phase. The level of theory is wB97M-V/def2-TZVPD.

CARTESIAN COORDINATES (ANGSTROEM)
H -2.5599 1.0039 0.0886
N -2.9419 0.0569 -0.0374
C -1.9856 -0.7779 -0.0293
N -0.6003 -0.4634 0.0119
C 0.0301 0.7793 0.0047
S -0.6499 2.3243 -0.0150
C 1.4560 0.6886 -0.0361
C 2.2265 -0.4010 -0.0468
H -2.1188 -1.8144 -0.1291
H 0.0264 -1.2572 0.1747
H 1.9846 1.6729 -0.0318
H 3.3092 -0.3748 -0.0110
H 1.8237 -1.4373 0.0566

Highest occupied orbital energy in eV: -8.84
Total charge: 0
E_LUMO in eV: -0.88
Frontier orbital gap in Ha: 0.2926
SMILES: [H]/N=C\NC(=S)C=C

Results of the Mulliken charge analysis, in e, for atoms 1 through 4: H 0.20; N -0.59; C 0.02; N -0.10

***

ii:
This record from OMol25 describes 2 unconnected molecules or ions with the total composition C4H6N2S. The level of theory is wB97M-V/def2-TZVPD.

CARTESIAN COORDINATES (ANGSTROEM)
N 1.7985 -0.7731 -2.5079
C 0.6750 -0.2846 -2.2512
C -0.5398 0.1295 -2.4640
N -1.6546 0.5388 -2.7708
H 2.3105 -1.1567 -1.7292
H -2.5500 0.4685 -2.1845
C 0.3327 -0.3708 2.0290
C -0.6592 -0.5752 0.8977
S -2.2148 -0.6959 1.4189
H 0.4681 0.6813 1.9579
H -0.0127 -0.5028 3.0531
H 1.3333 -0.8362 1.9374
H -0.3997 -1.0649 -0.0387

Highest occupied orbital energy in eV: -8.24
Total charge: 0
E_LUMO in eV: -0.81
Frontier orbital gap in Ha: 0.2729
SMILES: N=C=C=N.CC=S

Results of the Mulliken charge analysis, in e, for atoms 1 through 4: N -0.55; C 0.13; C 0.36; N -0.48

***

Short version: i is the most stable of them.

***

i:
This record from OMol25 describes C12H24B2O9 in the gas phase. The level of theory is wB97M-V/def2-TZVPD.

CARTESIAN COORDINATES (ANGSTROEM)
C 1.9075 0.7118 -0.9226
C 1.3298 -0.0610 -2.1341
O 0.7090 -1.2742 -1.7518
B -0.6682 -1.4421 -2.0092
O -1.3017 -0.4417 -2.7117
C -2.6841 -0.5429 -2.8691
C -3.3897 0.5015 -2.0316
O -3.0067 0.4863 -0.6615
C -1.6985 1.0210 -0.3946
C -1.4421 1.5725 1.0048
O -0.1262 2.1056 1.2250
B 0.8284 1.2348 1.7852
O 2.2106 1.4799 1.7380
C 2.4891 2.7043 1.0870
C 3.2430 2.5847 -0.2240
O 2.4684 1.9741 -1.2665
O 0.3707 0.0474 2.3495
C 1.0142 -0.8640 3.1793
C 0.3497 -2.2689 3.0447
O 0.3779 -2.7756 1.7488
C -0.5460 -2.2164 0.8058
C -0.5992 -3.1033 -0.4715
O -1.3710 -2.5321 -1.4819
H 1.0746 0.9136 -0.2255
H 2.6512 0.0859 -0.3966
H 2.0750 -0.2338 -2.9398
H 0.5197 0.4693 -2.6152
H -2.8771 -0.4268 -3.9414
H -3.0449 -1.5473 -2.5923
H -3.2578 1.5107 -2.4049
H -4.4649 0.3385 -2.0954
H -1.0387 0.1913 -0.5991
H -1.4798 1.8268 -1.1394
H -2.1273 2.3873 1.2369
H -1.6316 0.8401 1.7764
H 3.0367 3.2597 1.8162
H 1.5238 3.2428 0.9159
H 4.1606 1.9877 -0.0866
H 3.5845 3.5527 -0.5861
H 2.0857 -0.8950 2.9410
H 0.9258 -0.5176 4.2102
H 0.8887 -3.0037 3.6487
H -0.7274 -2.2142 3.3352
H -0.2248 -1.1988 0.6017
H -1.5457 -2.1535 1.2306
H -0.9797 -4.0828 -0.2333
H 0.4086 -3.2346 -0.8948

Highest occupied orbital energy in eV: -9.50
Total charge: 0
E_LUMO in eV: 0.69
Frontier orbital gap in Ha: 0.3745
SMILES: C1COB2OCCOCCOB(OCCO1)OCCOCCO2

Results of the Mulliken charge analysis, in e, for atoms 1 through 4: C 0.05; C -0.45; O -0.42; B 1.14

***

ii:
This record from OMol25 describes C12H24B2O9 in the gas phase. The level of theory is wB97M-V/def2-TZVPD.

CARTESIAN COORDINATES (ANGSTROEM)
C -1.9585 0.9320 3.3933
C -0.7401 0.0008 3.0869
O -0.0799 0.5160 1.9968
B 1.0593 -0.1701 1.4399
O 1.8877 0.3430 0.4165
C 1.3875 1.6242 0.0294
C 1.9759 2.2090 -1.2647
O 2.4965 1.2273 -2.2761
C 1.5624 0.3252 -2.7086
C 0.3249 0.8585 -3.4289
O -0.5933 1.3824 -2.4312
B -1.2580 0.3274 -1.8307
O -1.9457 0.4468 -0.5901
C -2.3731 1.6622 -0.1511
C -2.0570 1.9900 1.2702
O -2.6452 1.0555 2.2103
O -0.9811 -0.9792 -2.3249
C -1.3356 -2.0401 -1.4933
C -0.3450 -2.1291 -0.2567
O 0.7193 -3.0428 -0.6436
C 1.5934 -3.4549 0.4147
C 2.2401 -2.2541 1.1332
O 1.2708 -1.5339 1.7855
H -1.5406 1.9040 3.7393
H -2.6057 0.6287 4.2503
H 0.0423 0.0345 3.8328
H -1.1051 -1.0417 2.9340
H 0.3353 1.4105 -0.1466
H 1.3268 2.2718 0.9516
H 1.2832 2.8617 -1.9059
H 2.7304 2.8790 -0.9258
H 2.0862 -0.4408 -3.2952
H 1.1818 -0.2423 -1.8073
H -0.2423 0.1809 -4.1196
H 0.6189 1.7733 -4.0130
H -3.4678 1.7532 -0.2401
H -1.9494 2.3980 -0.7646
H -0.9943 2.0195 1.4202
H -2.3917 3.0522 1.5471
H -2.4044 -1.8350 -1.2267
H -1.3305 -2.9429 -2.2119
H -0.0125 -1.1029 0.1294
H -0.8633 -2.6100 0.5307
H 2.3665 -4.1045 -0.0351
H 1.0348 -4.0651 1.1574
H 2.9618 -2.5408 1.9432
H 2.7343 -1.5375 0.4790

Highest occupied orbital energy in eV: -9.53
Total charge: 0
E_LUMO in eV: 0.53
Frontier orbital gap in Ha: 0.3694
SMILES: C1COB2OCCOCCOB(OCCO1)OCCOCCO2

Results of the Mulliken charge analysis, in e, for atoms 1 through 4: C -0.59; C -0.48; O 0.12; B 1.10

***

Short version: i is the most stable of them.

***

i:
This record from OMol25 describes C17H30N4O2 in the gas phase. The level of theory is wB97M-V/def2-TZVPD.

CARTESIAN COORDINATES (ANGSTROEM)
C 1.7002 -0.9851 -0.4734
C 0.9093 0.1769 0.1310
C -0.0693 -0.3001 1.2206
N -1.2034 -1.0187 0.6698
C -1.1157 -2.3792 0.3940
O -1.4562 -2.8491 -0.6777
N -0.6463 -3.1573 1.4143
C -0.8730 -2.9043 2.8199
C 0.3854 -3.2434 3.6191
C 0.7723 -4.6994 3.3680
C 0.9237 -4.9450 1.8685
C -0.3593 -4.5505 1.1407
C -1.8979 -0.2264 -0.3305
C -0.9458 0.2132 -1.4429
N 0.1615 0.9433 -0.8550
C 0.8402 1.9430 -1.5128
O 2.0454 2.0811 -1.4102
N 0.0544 2.7650 -2.3011
C 0.7690 3.6645 -3.1912
C 1.1257 4.9887 -2.5178
C -0.1410 5.6484 -1.9819
C -0.8563 4.6798 -1.0455
C -1.1562 3.3602 -1.7662
H 2.3462 -1.4214 0.2847
H 2.3206 -0.6110 -1.2837
H 1.0433 -1.7621 -0.8557
H 1.6226 0.8745 0.5834
H 0.4775 -0.9344 1.9139
H -0.4593 0.5698 1.7616
H -1.1824 -1.8711 2.9702
H -1.6924 -3.5540 3.1649
H 0.2002 -3.0753 4.6811
H 1.2059 -2.5926 3.3094
H 1.7041 -4.9352 3.8848
H -0.0074 -5.3537 3.7650
H 1.1430 -5.9958 1.6761
H 1.7512 -4.3469 1.4820
H -0.2568 -4.6684 0.0613
H -1.1911 -5.1838 1.4793
H -2.7006 -0.8336 -0.7492
H -2.3222 0.6455 0.1787
H -1.4558 0.8294 -2.1803
H -0.5781 -0.6863 -1.9519
H 1.6747 3.1539 -3.5205
H 0.1229 3.8454 -4.0573
H 1.6263 5.6405 -3.2351
H 1.8157 4.7848 -1.6975
H 0.1053 6.5710 -1.4527
H -0.8013 5.9035 -2.8151
H -1.7910 5.1128 -0.6841
H -0.2177 4.4721 -0.1837
H -1.6291 2.6725 -1.0669
H -1.8412 3.5442 -2.6021

Highest occupied orbital energy in eV: -8.56
Total charge: 0
E_LUMO in eV: 0.80
Frontier orbital gap in Ha: 0.3440
SMILES: C[C@@H]1CN(C(=O)N2CCCCC2)CCN1C(=O)N1CCCCC1

Results of the Mulliken charge analysis, in e, for atoms 1 through 4: C -1.41; C -0.36; C -0.86; N 0.24

***

ii:
This record from OMol25 describes C17H30N4O2 in the gas phase. The level of theory is wB97M-V/def2-TZVPD.

CARTESIAN COORDINATES (ANGSTROEM)
C -0.4414 2.3311 -2.0541
O -1.5635 1.5963 -1.6365
C -1.2457 0.2790 -1.1904
C -0.6851 -0.5809 -2.3397
N 0.7562 -0.7594 -2.2748
C 1.2802 -1.9843 -1.9090
O 0.6170 -3.0105 -1.9483
N 2.6253 -1.9968 -1.6000
C 3.1419 -3.2948 -1.1852
C 3.2843 -0.8480 -0.9878
C 2.4752 -0.1521 0.0670
C 2.3047 1.1879 0.2766
N 1.4613 1.2866 1.3633
C 1.1788 0.0194 1.7603
N 1.7691 -0.8696 0.9970
C 0.2790 -0.2613 2.9173
C 0.1331 0.9768 3.8018
C -0.1635 2.2006 2.9387
C 1.0096 2.5078 2.0190
C -2.5007 -0.2883 -0.5249
C -2.9709 0.7003 0.5441
C -2.1342 -1.6088 0.1498
C -3.6175 -0.4997 -1.5470
H -0.7769 3.3373 -2.3007
H 0.3104 2.3907 -1.2547
H 0.0328 1.9035 -2.9449
H -0.4719 0.3517 -0.4096
H -1.1125 -1.5795 -2.3566
H -0.9671 -0.0952 -3.2781
H 1.2979 0.0555 -2.0266
H 2.6794 -4.0732 -1.7839
H 4.2198 -3.3237 -1.3422
H 2.9250 -3.4982 -0.1325
H 4.2021 -1.2214 -0.5343
H 3.5861 -0.1195 -1.7486
H 2.6884 2.0561 -0.2337
H -0.7035 -0.5646 2.5436
H 0.6768 -1.1108 3.4721
H -0.6607 0.8252 4.5332
H 1.0575 1.1401 4.3647
H -1.0624 2.0184 2.3406
H -0.3627 3.0771 3.5568
H 1.8414 2.9321 2.5868
H 0.7248 3.2294 1.2511
H -3.3022 1.6402 0.1030
H -3.8007 0.2740 1.1116
H -2.1632 0.9264 1.2499
H -1.7661 -2.3588 -0.5520
H -1.3507 -1.4566 0.8954
H -3.0104 -2.0197 0.6563
H -3.3529 -1.2580 -2.2864
H -4.5254 -0.8376 -1.0431
H -3.8461 0.4275 -2.0743

Highest occupied orbital energy in eV: -8.63
Total charge: 0
E_LUMO in eV: 0.60
Frontier orbital gap in Ha: 0.3394
SMILES: CO[C@H](CNC(=O)N(C)Cc1cn2c(n1)CCCC2)C(C)(C)C

Results of the Mulliken charge analysis, in e, for atoms 1 through 4: C -0.59; O -0.51; C 2.67; C -2.00

***

Short version: i is the most stable of them.

***

i:
This record from OMol25 describes 2 unconnected molecules or ions with the total composition C4H9N2. The level of theory is wB97M-V/def2-TZVPD.

CARTESIAN COORDINATES (ANGSTROEM)
C -0.2468 -0.3744 1.3080
C -1.0018 2.7439 0.4008
C 0.6498 -2.3176 0.2755
C -0.1744 -0.3340 -1.0938
N -0.8514 1.6861 1.0547
N 0.0445 -0.9015 0.1785
H -1.3941 3.5523 0.9754
H -0.9249 2.9468 -0.7405
H 1.7606 -2.2900 0.3867
H 0.2683 -2.6863 1.2163
H 0.2780 -2.8728 -0.6024
H -0.1084 0.8366 -0.8957
H 0.3475 -0.7634 -1.9882
H -1.2646 -0.2217 -1.3407
H -0.8539 1.5142 2.0368

Highest occupied orbital energy (alpha / beta) in eV: -12.06 / -15.26
Total charge: +1
E_LUMO (alpha / beta) in eV: -4.37 / -7.73
Frontier orbital gap (alpha / beta) in Ha: 0.2826 / 0.2765
⟨S²⟩: 2.0308
Spin multiplicity: 3

Results of the Mulliken charge analysis, in e, for atoms 1 through 4: C 0.25; C -0.04; C -0.90; C -0.73

***

ii:
This record from OMol25 describes 2 unconnected molecules or ions with the total composition C4H9N2. The level of theory is wB97M-V/def2-TZVPD.

CARTESIAN COORDINATES (ANGSTROEM)
C -1.3489 -0.8014 0.4705
C 0.2441 2.1878 -0.4702
C -1.4643 -1.8585 -0.2015
C 1.8905 1.0269 0.7662
N -1.4130 -2.8617 -0.9804
N 0.5831 1.1937 0.2173
H -2.0154 -0.4434 1.2345
H -0.4742 -0.0176 0.3361
H -0.7630 2.2338 -0.8553
H 0.9116 3.0149 -0.7043
H 2.5987 1.7736 0.3997
H 1.8313 1.0938 1.8536
H 2.2466 0.0238 0.5214
H -1.8602 -2.8381 -1.8910
H -0.9670 -3.7277 -0.6964

Highest occupied orbital energy (alpha / beta) in eV: -8.90 / -14.21
Total charge: +1
E_LUMO (alpha / beta) in eV: -4.72 / -6.90
Frontier orbital gap (alpha / beta) in Ha: 0.1536 / 0.2687
⟨S²⟩: 2.0071
Spin multiplicity: 3

Results of the Mulliken charge analysis, in e, for atoms 1 through 4: C -0.62; C -0.55; C 0.53; C -0.82

***

Short version: ii is the most stable of them.

***

i:
This record from OMol25 describes 2 unconnected molecules or ions with the total composition C8H13N3O. The level of theory is wB97M-V/def2-TZVPD.

CARTESIAN COORDINATES (ANGSTROEM)
N 0.1715 0.6557 -1.2827
N 0.3306 1.7066 -0.4328
C 0.8593 2.7542 -0.9267
C 1.5879 2.9144 -2.2430
C 1.0768 3.7620 -3.3444
N 1.2306 2.3186 -3.5164
H -0.0252 0.8878 -2.2662
H -0.4098 -0.0468 -0.8674
H 0.9469 3.6232 -0.2663
H 2.6578 2.9835 -2.0611
H 0.0391 4.0800 -3.3875
H 1.7810 4.4535 -3.8132
H 2.0663 2.0618 -4.0421
C -2.0305 -2.7207 3.0814
C -2.2592 -1.8106 2.1401
O -1.3096 -1.3402 1.2859
C -0.2801 -2.2204 1.1665
C -0.0294 -3.2586 1.9749
C -0.6758 -3.3365 3.3060
H -2.8697 -3.0354 3.7122
H -3.1829 -1.2558 2.0174
H 0.3348 -2.0132 0.3015
H 0.7998 -3.9318 1.6973
H -0.0803 -2.8408 4.1183
H -0.7301 -4.3901 3.6486

Highest occupied orbital energy in eV: -8.36
Total charge: 0
E_LUMO in eV: 1.02
Frontier orbital gap in Ha: 0.3446
SMILES: N/N=C\[C@@H]1CN1.C1=COC=CC1

Results of the Mulliken charge analysis, in e, for atoms 1 through 4: N -0.34; N -0.34; C -0.38; C 0.10

***

ii:
This record from OMol25 describes C8H13N3O in the gas phase. The level of theory is wB97M-V/def2-TZVPD.

CARTESIAN COORDINATES (ANGSTROEM)
C -3.7464 0.2396 -0.9289
C -2.6417 0.1278 -0.4722
C -0.9231 0.0371 -0.0161
N -0.8215 -0.4257 1.1169
N 0.3284 -0.6243 1.8999
C 0.2178 -1.1260 3.1434
N 1.4274 -1.3381 3.7697
O -0.8071 -1.3877 3.7055
C 0.0166 0.4038 -1.1594
C 1.0900 1.4751 -0.7817
C 0.8769 -0.8171 -1.5437
C -0.6917 1.0561 -2.3306
H -4.7366 0.2713 -1.3115
H 1.2131 -0.9150 1.4452
H 2.3050 -1.2261 3.2969
H 1.6104 -1.3538 4.7432
H 1.8637 1.8530 -1.5159
H 1.8442 0.9150 -0.0681
H 0.5555 2.2746 -0.1680
H 0.8766 -1.0317 -2.5513
H 0.8153 -1.7087 -0.9569
H 1.8983 -0.4654 -1.3713
H -0.1137 0.8213 -3.3202
H -0.7195 2.1839 -2.0856
H -1.7378 0.7610 -2.5394

Highest occupied orbital energy in eV: -9.53
Total charge: 0
E_LUMO in eV: 0.43
Frontier orbital gap in Ha: 0.3661
SMILES: C#C/C(=N/NC(N)=O)C(C)(C)C

Results of the Mulliken charge analysis, in e, for atoms 1 through 4: C 0.30; C -0.92; C 0.15; N -0.40

***

Short version: i is the most stable of them.